46
Properties=species:S:1:pos:R:3:forces:R:3 method="wB97M-V/def2-TZVPD" charge=+1 spin_multiplicity=1 fmax_ev_per_a=5.551 smiles=Cc1ccc([C@H](C#[N+]c2c(C)cccc2C)c2ccccc2)cc1 de_lowest_kcal_mol=33.99
C -5.50932 1.80822 -0.93557 -0.49 0.18 0.09
C -4.05011 1.82005 -1.27820 -0.14 -0.43 -0.17
C -3.58296 1.00900 -2.31701 0.51 0.38 -0.19
C -2.21984 0.82919 -2.51917 0.26 -0.36 0.76
C -1.31375 1.41322 -1.61278 0.34 -0.14 0.03
C 0.06069 0.74798 -1.34184 -0.35 0.36 -1.25
C -0.03681 -0.34543 -0.12873 4.57 -2.98 1.00
N 0.55055 -1.24472 0.43386 -3.03 3.26 -1.94
C 0.99036 -2.36903 1.20473 0.35 -0.26 0.10
C 0.22530 -3.55970 1.19450 0.18 0.11 -0.04
C -0.89210 -3.72995 0.21052 -0.45 -0.20 0.03
C 0.61366 -4.59856 2.05381 0.02 0.34 -0.04
C 1.74283 -4.47742 2.86569 0.12 -0.02 -0.06
C 2.57860 -3.36574 2.72668 -0.20 0.15 -0.15
C 2.23413 -2.30030 1.88760 -0.30 0.21 -0.21
C 3.18501 -1.15891 1.62753 0.23 0.14 0.27
C 1.17821 1.78243 -1.02770 -0.51 -0.97 0.59
C 2.21518 2.20289 -1.87467 0.19 -0.66 0.07
C 3.29627 2.91466 -1.34149 -0.82 -0.01 0.08
C 3.24783 3.35417 -0.02006 0.24 0.28 0.18
C 2.14973 3.05866 0.77468 -0.58 -0.05 0.00
C 1.12370 2.24753 0.27034 1.13 0.40 0.55
C -1.76312 2.46932 -0.80651 -0.46 -0.22 0.65
C -3.13933 2.58793 -0.56608 0.26 0.21 -0.37
H -5.67114 2.25123 0.05600 -0.04 -0.21 -0.24
H -6.12303 2.38550 -1.64654 0.31 -0.16 0.14
H -5.89801 0.77806 -0.94556 0.11 0.36 0.10
H -4.28295 0.49688 -2.95706 -0.15 -0.06 -0.10
H -1.84080 0.18172 -3.31677 -0.22 -0.01 0.42
H 0.35510 0.07579 -2.20174 -0.37 0.61 0.88
H -1.09359 -2.80118 -0.32095 -0.12 -0.16 -0.03
H -0.62939 -4.49358 -0.53419 0.01 0.18 0.19
H -1.82619 -4.05824 0.68519 0.27 0.09 -0.03
H 0.03456 -5.52273 2.07245 0.07 0.32 -0.03
H 2.00943 -5.27869 3.57930 -0.18 0.53 -0.60
H 3.52902 -3.33012 3.26191 -0.30 0.06 -0.13
H 2.72739 -0.37280 1.02002 0.12 -0.08 0.11
H 3.55030 -0.70067 2.55909 -0.20 -0.19 -0.24
H 4.07414 -1.52787 1.09266 -0.31 0.07 0.11
H 2.22545 1.91867 -2.92307 0.04 -0.12 0.14
H 4.16266 3.14004 -1.94687 -0.12 0.07 -0.15
H 4.06795 3.96001 0.38446 -0.36 -0.33 -0.18
H 2.05206 3.45683 1.78243 0.21 -0.13 -0.16
H 0.31214 1.91668 0.90320 0.03 0.14 0.24
H -1.09554 3.16920 -0.28746 -0.17 -0.71 -0.12
H -3.52425 3.25980 0.20337 0.28 0.01 -0.30

50
Properties=species:S:1:pos:R:3:forces:R:3 method="wB97M-V/def2-TZVPD" spin_multiplicity=1 fmax_ev_per_a=0.077 smiles="COC(=O)[C@H](CNCc1cc(O)cc(C#N)c1)Cc1cccc2ccccc12" de_lowest_kcal_mol=41.55
C -2.57430 -0.97303 3.96032 0.01 0.01 0.00
O -2.04800 -0.96022 2.62659 0.00 -0.04 0.02
C -1.25496 0.07989 2.33967 -0.04 0.05 -0.02
O -1.01130 0.96381 3.12242 -0.02 -0.02 -0.01
C -0.66641 -0.01862 0.94967 0.07 -0.02 -0.01
C 0.73223 -0.62012 1.13973 -0.02 -0.01 0.00
N 1.30379 -1.04643 -0.12946 0.02 0.01 0.01
C 2.75438 -0.93720 -0.14106 -0.02 -0.02 0.01
C 3.33262 -1.11704 -1.52131 0.01 0.00 -0.02
C 4.57360 -0.56594 -1.80943 0.00 -0.01 -0.01
C 5.13300 -0.69747 -3.07218 -0.01 -0.01 0.00
O 6.34892 -0.11683 -3.28051 0.00 0.01 0.01
C 4.45180 -1.37331 -4.07225 0.00 0.00 0.01
C 3.20520 -1.91832 -3.77895 0.00 0.00 -0.01
C 2.47356 -2.58772 -4.82264 0.02 0.00 0.00
N 1.89110 -3.10793 -5.66584 -0.01 0.01 0.01
C 2.64276 -1.80414 -2.51334 0.00 0.00 0.02
C -0.70666 1.38100 0.25868 0.01 0.03 0.07
C 0.62246 1.96616 -0.16125 0.00 -0.02 -0.06
C 1.38372 2.61538 0.77448 -0.01 0.00 0.00
C 2.65377 3.14430 0.46140 0.01 0.00 -0.01
C 3.15806 3.01032 -0.79801 0.00 -0.01 0.01
C 2.40683 2.35324 -1.80331 0.00 -0.01 -0.01
C 2.93089 2.18298 -3.10972 -0.01 0.01 0.00
C 2.21892 1.53512 -4.07534 0.01 0.01 0.00
C 0.93430 1.03226 -3.78020 -0.01 0.00 0.01
C 0.40161 1.18420 -2.53197 0.01 0.01 0.00
C 1.12154 1.84006 -1.49583 0.01 0.02 -0.01
H -3.18654 -1.86647 4.02631 0.00 0.00 0.00
H -1.76357 -1.00725 4.68586 0.00 0.00 0.00
H -3.17269 -0.08173 4.13894 0.00 0.00 0.00
H -1.25434 -0.74043 0.38023 -0.01 0.02 0.01
H 1.36330 0.12478 1.64193 0.01 0.00 0.00
H 0.65916 -1.48323 1.80900 0.00 0.00 0.00
H 0.94300 -0.46630 -0.87633 0.00 0.00 0.01
H 3.09332 0.03639 0.24577 -0.01 0.01 0.00
H 3.16669 -1.69995 0.52831 0.01 0.00 0.00
H 5.11636 -0.00596 -1.05704 0.00 0.00 0.00
H 6.64021 -0.28584 -4.18231 0.00 0.00 0.00
H 4.86790 -1.46890 -5.06773 0.00 0.00 0.00
H 1.67438 -2.23598 -2.30523 0.00 0.00 0.00
H -1.39267 1.33506 -0.58445 0.00 0.01 -0.01
H -1.14562 2.08031 0.96964 0.00 -0.01 0.00
H 0.99806 2.71213 1.78345 0.00 0.00 0.00
H 3.22394 3.65112 1.22920 0.00 0.00 0.00
H 4.13612 3.40236 -1.05068 0.00 0.00 0.00
H 3.91965 2.57275 -3.32279 0.00 0.00 0.00
H 2.63325 1.40347 -5.06652 0.00 0.00 0.00
H 0.37029 0.51786 -4.54794 0.00 0.00 0.00
H -0.58420 0.78490 -2.33277 0.00 0.00 0.00

no.,HOMO level (eV),DFT total energy (a.u.),orbital gap (hartree)
1,-11.699,-944.08478,0.263
2,-8.383,-1224.90149,0.320